Record 1
CH3ClOS | ωB97M-V with the def2-TZVPD basis set

```
7
Properties=species:S:1:pos:R:3:forces:R:3:nbo_charge:R:1
C -1.11569 1.36939 -0.07978 -0.251 -2.533 1.670 -0.416
Cl -1.39123 -0.74989 0.03555 -0.011 3.268 0.127 -0.195
H -2.04878 1.59940 -0.49615 -0.994 0.361 -0.934 0.225
H -0.98550 1.84637 0.91166 -0.069 -0.903 -0.508 0.228
H -0.24567 1.42901 -0.72500 -0.543 0.397 -0.636 0.191
O 1.60888 -1.07312 -0.09132 -0.760 5.691 0.532 -0.622
S 1.29713 0.51512 0.05715 2.628 -6.281 -0.250 0.590
```
Forces are in eV/Å.

HOMO level	-9.03	eV
SMILES string	CCl.O=S

Record 2
C3H8O | ωB97M-V with the def2-TZVPD basis set

```
12
Properties=species:S:1:pos:R:3:forces:R:3:nbo_charge:R:1
C 1.07094 0.03397 -1.12277 0.075 -0.036 -0.033 -0.608
C -0.27109 0.34046 -0.46921 -0.047 0.059 -0.003 -0.416
C -0.45593 -0.37911 0.85603 0.318 -0.114 -0.231 -0.055
O -1.60576 0.15517 1.49069 -0.075 0.005 0.275 -0.725
H 1.89877 0.36345 -0.48352 -0.106 -0.064 -0.094 0.201
H 1.17052 0.54789 -2.08365 -0.018 -0.089 0.122 0.214
H 1.19480 -1.04019 -1.30267 -0.015 0.136 0.012 0.202
H -0.36368 1.41410 -0.26841 0.042 -0.121 -0.071 0.205
H -1.09967 0.07108 -1.13497 0.109 0.051 0.070 0.202
H 0.44547 -0.24516 1.47484 -0.187 0.042 -0.064 0.154
H -0.57565 -1.46241 0.68935 0.008 0.187 0.048 0.156
H -1.45034 0.18183 2.43826 -0.103 -0.055 -0.032 0.470
```
Forces are in eV/Å.

HOMO level	-10.28	eV
SMILES string	CCCO

Record 3
C49H42FeN6OP3Se2 | ωB97M-V with the def2-TZVPD basis set

```
104
Properties=species:S:1:pos:R:3:forces:R:3:lowdin_spin:R:1
Fe -1.77512 1.46396 -0.22413 0.931 0.145 0.605 3.753
Se 5.05071 3.24147 0.05225 0.141 0.291 0.008 0.751
P 4.59626 1.12139 -0.19496 -0.014 -0.633 0.025 0.064
C 5.35238 0.11027 1.07509 0.025 0.076 -0.095 0.003
C 6.74145 -0.04672 1.08692 -0.075 0.008 0.073 0.004
C 7.32787 -0.83329 2.06394 0.036 0.025 -0.025 0.001
C 6.53872 -1.44192 3.03377 0.010 -0.009 0.007 -0.001
C 5.16601 -1.23937 3.05213 -0.023 -0.020 0.033 0.001
C 4.56643 -0.46004 2.07390 0.030 0.034 -0.088 -0.001
C 5.03883 0.55055 -1.84089 -0.103 0.168 0.071 0.006
C 5.99373 -0.43031 -2.08619 -0.041 -0.039 0.051 0.001
C 6.31805 -0.75111 -3.39600 0.024 -0.058 -0.033 0.000
C 5.68825 -0.10695 -4.44981 0.011 -0.013 -0.002 0.000
C 4.73097 0.87132 -4.20407 -0.018 0.039 -0.006 0.000
C 4.41128 1.20898 -2.90239 0.014 -0.018 0.018 0.001
C 2.82518 1.22928 0.00509 -0.100 0.159 0.094 0.015
C 1.62526 0.52384 -0.06209 0.010 0.167 -0.037 0.002
N 0.64443 1.44791 0.09314 -0.169 0.289 0.068 0.044
N 1.20705 2.64322 0.26313 0.026 -0.104 0.011 0.008
N 2.49720 2.52953 0.21279 -0.138 -0.118 -0.083 0.137
P 1.10589 -1.19803 -0.09511 0.097 0.017 0.146 0.011
Se -0.93930 -1.17682 -0.69840 -0.521 0.394 -0.256 0.052
C 2.12188 -2.22197 -1.17030 -0.030 0.075 0.050 0.003
C 1.59173 -2.68790 -2.37172 0.049 0.001 -0.019 0.002
C 2.33079 -3.55957 -3.15771 0.019 -0.006 0.020 0.000
C 3.58171 -3.98582 -2.73315 -0.053 -0.015 -0.075 0.000
C 4.11285 -3.51600 -1.53997 0.156 0.052 0.066 0.000
C 3.39471 -2.62518 -0.76009 -0.001 0.065 -0.015 0.000
C 1.30621 -1.78522 1.60277 0.062 -0.007 -0.085 0.001
C 0.91682 -0.93272 2.63644 0.048 -0.060 0.059 0.000
C 1.03552 -1.34899 3.95223 -0.030 0.030 -0.008 0.000
C 1.53260 -2.61618 4.23858 -0.019 0.003 0.022 0.000
C 1.88708 -3.47622 3.21001 -0.017 -0.043 -0.030 0.000
C 1.77158 -3.06668 1.88766 -0.090 0.047 0.019 0.000
H 7.35813 0.45983 0.35366 0.025 -0.056 -0.001 0.003
H 8.40239 -0.96361 2.07535 -0.036 -0.002 0.006 0.000
H 7.00294 -2.06633 3.78694 -0.017 0.052 -0.002 0.000
H 4.55770 -1.67995 3.83191 0.012 -0.012 -0.040 0.000
H 3.49763 -0.28729 2.08937 0.027 -0.045 0.048 0.000
H 6.48185 -0.94322 -1.26975 -0.014 -0.035 -0.013 0.000
H 7.07046 -1.50423 -3.59224 -0.031 0.011 0.009 0.000
H 5.94976 -0.36121 -5.46912 -0.007 0.012 0.026 0.000
H 4.25260 1.38440 -5.02817 -0.003 -0.031 0.020 0.000
H 3.68906 1.99251 -2.70031 0.003 -0.010 -0.042 0.000
H 0.59862 -2.38635 -2.67687 0.006 0.012 -0.013 0.001
H 1.91905 -3.92188 -4.09071 0.006 -0.004 0.033 0.000
H 4.13916 -4.69846 -3.32876 -0.003 0.053 0.013 0.000
H 5.08817 -3.85448 -1.21049 -0.039 0.028 -0.013 0.000
H 3.80621 -2.26776 0.17843 0.024 -0.062 -0.056 0.000
H 0.52204 0.05113 2.41148 0.018 0.018 0.020 0.000
H 0.73434 -0.68919 4.75619 0.025 -0.013 -0.022 0.000
H 1.63104 -2.93601 5.26870 -0.016 0.003 -0.035 0.000
H 2.24643 -4.47317 3.43378 -0.001 0.046 -0.013 0.000
H 2.03234 -3.74372 1.08524 0.014 -0.021 0.057 0.000
O -3.90414 3.91372 -2.02218 -0.021 0.162 -0.071 0.002
N -4.22660 2.92324 -1.08498 0.156 -0.196 0.109 0.022
C -5.48708 2.85513 -0.96386 -0.166 -0.217 0.121 0.001
C -6.22297 1.86280 -0.16206 0.252 -0.177 0.014 0.001
C -7.60052 2.06561 -0.12442 0.055 0.038 -0.037 0.000
C -8.44599 1.18329 0.52426 -0.132 0.009 0.026 0.001
C -7.91249 0.07717 1.15209 -0.025 -0.114 0.067 0.000
C -6.54055 -0.14083 1.14215 0.151 0.172 -0.063 0.002
C -5.67113 0.73238 0.49202 -0.052 0.571 0.099 0.007
P -3.88465 0.28174 0.36148 -0.447 -0.611 -0.672 0.028
C -4.00382 -0.48389 -1.30918 0.042 -0.113 0.250 0.003
C -3.36272 0.10710 -2.39470 -0.013 0.126 -0.067 0.007
C -3.44930 -0.43967 -3.66398 -0.058 -0.077 -0.089 0.001
C -4.18292 -1.60072 -3.86171 0.069 0.048 -0.034 0.001
C -4.84681 -2.18914 -2.79437 -0.057 -0.032 0.049 0.001
C -4.76757 -1.62766 -1.52870 -0.034 -0.077 -0.038 0.000
C -3.70699 -1.03707 1.61244 0.036 0.309 0.089 0.003
C -3.47064 -2.38404 1.37048 -0.071 -0.033 -0.049 0.001
C -3.37434 -3.27358 2.43330 0.028 -0.020 -0.023 0.000
C -3.51181 -2.82737 3.73861 -0.001 0.028 0.008 0.001
C -3.72795 -1.47757 3.98905 0.026 -0.019 0.039 0.000
C -3.81288 -0.58781 2.93187 0.018 0.029 -0.038 0.001
H -3.16750 4.39348 -1.62412 0.135 -0.036 -0.010 0.000
H -6.08740 3.57765 -1.51474 -0.019 -0.021 0.020 0.001
H -8.01502 2.93450 -0.62089 0.012 -0.025 -0.026 0.000
H -9.51444 1.35615 0.52999 0.043 0.015 0.005 0.000
H -8.55671 -0.63244 1.65619 0.018 0.035 -0.013 0.000
H -6.15887 -1.01370 1.64649 0.083 -0.077 0.056 0.000
H -2.81484 1.04578 -2.30330 -0.020 0.009 0.097 0.002
H -2.95763 0.04505 -4.49772 0.004 -0.021 0.031 0.000
H -4.24253 -2.03960 -4.84961 -0.034 0.018 0.030 0.000
H -5.43866 -3.08224 -2.95056 0.022 0.022 0.016 0.000
H -5.30811 -2.08119 -0.70676 -0.018 -0.003 -0.035 0.000
H -3.36988 -2.75383 0.36065 0.036 -0.003 -0.024 0.000
H -3.19699 -4.32310 2.23433 -0.016 0.027 0.002 0.000
H -3.45595 -3.52916 4.56095 0.011 0.017 -0.018 0.000
H -3.83613 -1.12254 5.00613 0.008 0.000 -0.031 0.000
H -3.98725 0.46570 3.12922 -0.020 -0.023 0.037 0.000
C 0.17825 6.64225 1.03203 0.047 0.022 0.092 0.001
N -0.37863 5.49681 0.31699 -0.003 0.136 -0.012 0.004
C -0.30719 5.26904 -1.03408 0.047 0.032 -0.002 0.001
C -0.93086 4.08430 -1.25126 -0.054 0.068 0.195 0.005
N -1.39368 3.58958 -0.04023 -0.232 -0.631 -0.667 0.035
C -1.03202 4.46979 0.87251 -0.067 -0.150 0.071 0.007
H 0.58910 7.34419 0.31359 -0.025 -0.019 -0.055 0.000
H 0.97384 6.31804 1.69964 0.000 -0.048 -0.033 0.000
H -0.59409 7.14369 1.60938 -0.055 -0.016 -0.026 0.000
H 0.16615 5.95606 -1.71583 -0.007 -0.007 0.092 0.000
H -1.08634 3.56600 -2.18351 0.040 -0.001 -0.008 0.000
H -1.23762 4.40122 1.92943 0.065 -0.014 -0.045 0.000
```
Forces are in eV/Å.

charge	+2
HOMO level (spin up / spin down)	-12.85 / -12.94	eV
multiplicity	6

For reference, energy relative to the best compared isomer or geometry (same formula, charge and spin) by record: 88.1 4.8 39.0 kcal/mol.
For reference, electronic energy by record: -26486.2098 -5287.9444 -255415.4500 eV.